This record from the OMol25 dataset describes 25 unconnected molecules or ions with the total composition C57H164O25 at a distorted geometry. The level of theory is wB97M-V/def2-TZVPD.

XYZ file:
```
246
Properties=species:S:1:pos:R:3
O 3.9774 3.2365 2.2870
O -5.2731 -1.0745 -4.5891
O 5.6371 -0.7755 -4.9272
O -4.2581 5.4060 -2.7760
O 1.3621 2.7494 1.3455
O 5.9214 3.6706 -2.1586
O 2.9327 -6.0190 -0.8810
O 6.0204 -1.0772 4.4962
O 3.3800 -3.9594 -2.5655
O -5.8917 1.6800 -1.1924
O 0.5965 -0.1216 1.1701
O 5.1782 0.6392 2.3680
O -2.2388 -3.3315 -8.3375
O -5.8087 -1.5676 -0.4456
O 3.1004 -1.1371 1.7902
O -1.9872 6.7596 -2.2987
O -2.9466 -5.2398 -1.7667
O -4.7123 5.6016 3.4081
O -4.5723 -3.1065 -2.8039
O 2.3734 -7.7382 3.1788
O -0.8078 2.6037 8.6880
O 2.6792 3.0122 -5.7671
O -1.4503 -4.4856 6.4188
O -6.3699 -0.8386 2.0510
O 4.3569 -2.3064 6.2137
C 4.7309 -2.6031 0.9495
C 1.2501 -4.3053 -3.6203
C -2.0988 -3.6087 5.4711
C 2.2796 -3.3854 1.2782
C -0.5069 5.0430 -1.4446
C 3.4351 -2.4904 1.7915
C -0.0193 6.2061 -3.5878
C 1.0696 -0.2779 -1.1247
C 2.2569 -6.9153 4.3547
C 0.2412 2.2848 7.7861
C 0.8108 -6.9399 4.6912
C -3.5550 6.1297 2.7950
C -1.4981 -3.9023 -0.4461
C -5.9453 4.9096 -4.4738
C 3.4667 1.4903 -4.1809
C -2.0017 -5.3167 -0.7112
C 0.7046 4.7259 2.3850
C 2.4436 -1.3337 5.1099
C 0.5224 3.1935 2.3450
C -3.1074 -0.1598 -4.4220
C -4.4944 5.2804 -4.1638
C 4.7416 4.2898 -1.6448
C -1.6642 -2.1532 5.7384
C -2.8189 -5.8783 0.5202
C -3.5320 4.1714 -4.6711
C 2.3851 -2.1058 -3.9258
C 6.4444 -0.4879 -2.6276
C 7.4268 -2.2573 -4.2439
C -3.5698 2.4923 -1.0110
C 0.8613 2.5635 3.6847
C 0.0948 -0.6822 -0.0422
C 2.6807 2.7386 -4.4157
C 3.0711 -1.6748 6.4783
C 6.1788 -1.4970 -3.8102
C -0.6250 6.3224 -2.1822
C -4.8237 1.8778 -0.3344
C -0.7862 -3.3761 -8.2846
C -0.1271 1.3898 6.6640
C -4.4384 -0.1810 -6.5419
C 5.2469 5.2543 -0.5600
C -0.3724 -3.3192 -6.8308
C -4.0711 -0.9855 -5.2763
C -2.9303 5.1237 1.8368
C 3.2364 -0.5216 7.3882
C 3.8562 3.1445 -1.0081
C -1.7939 -4.0622 4.0780
C 0.8342 3.5826 7.2440
C -5.3490 -0.6316 2.9301
C -3.9553 7.3387 1.9149
C 1.1930 2.5477 -4.0383
C -4.1613 -1.5511 2.5767
C 2.1920 -3.3295 -2.9674
C -5.2187 2.7141 0.8909
C -0.4272 -4.6856 -8.9718
C 2.7937 -5.4891 4.0423
C -1.2769 -0.0984 -0.3399
C -5.8097 -0.7989 4.3640
H 1.3942 -0.5594 1.4763
H 0.0011 5.1780 3.0841
H -2.0245 -5.1187 3.9413
H 1.1316 4.2204 8.0764
H 2.0854 -3.0648 0.2547
H -2.2018 -5.9941 1.4112
H -5.0239 0.3864 2.7152
H 2.4433 -2.2016 4.4505
H -6.2052 4.0684 -3.8312
H 1.7804 -2.9561 -2.0297
H 5.6213 0.1872 -2.3933
H -6.6638 5.6968 -4.2453
H 3.3563 0.9154 -3.2614
H 0.7615 -0.5718 -2.1281
H -5.1054 -0.2443 4.9840
H -2.6140 -3.8854 -7.6491
H -3.2956 1.8002 -1.8071
H 2.1151 -8.5983 3.5180
H -3.9447 3.1645 -4.6081
H 7.3871 -2.6295 -5.2677
H 3.6674 -2.7469 2.8251
H 0.7619 1.0370 6.1413
H -3.8665 -1.5193 1.5279
H -2.0451 5.5060 1.3286
H 4.6016 -2.4429 -0.1209
H 2.5168 -4.4409 1.1453
H -5.3746 5.5117 2.7189
H -3.5883 -5.1373 0.7370
H 5.6265 -0.5499 3.8011
H 8.3236 -1.6410 -4.1808
H 6.3821 3.2685 -1.4186
H -3.0645 7.9063 1.6457
H -3.3778 5.7827 -2.7071
H 3.7411 0.2065 6.7532
H -6.5213 -1.2225 -0.9834
H -0.5879 -2.2999 -6.5106
H 5.4224 -1.3338 -5.6781
H -1.2177 -6.0241 -0.9815
H 4.3812 2.4151 -0.3913
H 0.0282 -1.7653 0.0611
H -5.1573 -3.8397 -2.6130
H 1.3907 -1.1313 5.3063
H 0.7034 -6.3221 5.5827
H 1.4012 -3.1310 1.8713
H -3.2865 -1.4913 3.2242
H -0.7846 1.8567 5.9307
H -2.0569 -1.7996 6.6918
H -4.4707 0.9065 0.0121
H -1.0325 -5.5092 -8.5930
H 1.6844 4.9910 2.7823
H 6.4565 -1.7941 4.0357
H 2.1325 -6.2544 -0.4116
H 3.1015 -4.9481 4.9371
H -0.8904 -4.1128 -6.2922
H 1.0533 1.8839 8.3927
H -6.7474 -0.2771 4.5549
H -6.3438 0.9247 -0.8093
H 2.2858 -0.1288 7.7490
H -6.0880 4.6569 -5.5245
H -6.2006 2.4430 1.2790
H -1.0322 4.3541 -2.1060
H 7.5845 -3.1399 -3.6241
H -5.8845 -1.8275 4.7168
H 0.3954 -7.9186 4.9313
H -3.4857 0.8015 -4.0744
H -0.5886 -2.1486 5.9149
H -0.4798 5.4110 -4.1742
H -5.9700 -1.0728 1.2103
H -3.6597 3.5351 -1.3154
H -2.2346 0.0248 -5.0483
H -4.4420 -2.5942 2.7227
H -4.4178 7.0499 0.9710
H 3.0777 3.6019 -3.8816
H -2.6829 4.2010 2.3617
H -3.0919 -6.1006 -2.1661
H 1.1681 2.3159 -2.9735
H 6.2679 5.5112 -0.8423
H 3.0020 3.6250 -0.5310
H -3.1322 -3.8577 5.7124
H 3.7582 -0.8162 8.2987
H 1.4999 -1.4698 -3.9318
H 1.3493 0.7756 -1.1252
H -3.7306 -3.5165 -3.0028
H 0.2276 -6.5413 3.8610
H 5.5498 -2.3064 -3.4396
H 3.6588 -5.3649 3.3908
H -0.7049 -3.5202 -1.0886
H 5.5822 0.8482 1.5259
H 3.7353 3.8815 2.9515
H -1.8874 0.2802 0.4798
H 0.6745 1.4907 3.7329
H 2.0279 -0.7909 -1.0434
H -2.7220 -0.6711 -3.5399
H -0.7269 -3.9198 3.9069
H 4.5220 1.7211 -4.3265
H -4.9430 -0.8803 -7.2086
H 4.1267 4.7737 -2.4037
H 0.1605 4.1559 6.6073
H 0.5787 5.2296 1.4266
H 4.9270 -1.7612 5.6666
H 0.6892 -3.4560 -6.6247
H 2.5774 -2.3484 -4.9710
H -4.0888 6.1688 -4.6480
H 5.5648 -1.9939 1.2983
H -0.3499 -2.6456 -8.9658
H -4.4519 2.5656 1.6513
H -0.1179 7.0962 -4.2090
H -2.5834 4.2529 -4.1404
H 3.1013 -4.6790 -1.9944
H -1.8482 -0.8769 -0.8456
H 5.1343 -3.6154 0.9285
H 1.6407 3.4014 6.5335
H -1.9785 -1.3567 5.0639
H 7.3738 0.0683 -2.7504
H -5.1916 -1.8125 -3.9806
H 0.8656 1.6746 -4.6028
H -0.5418 3.1490 2.1136
H -5.1304 -1.8131 -1.0748
H -1.1440 0.6265 -1.1431
H 1.0220 5.8998 -3.4876
H -0.0945 7.0452 -1.5623
H 0.5363 4.7280 -1.4703
H 3.6337 -6.1543 -0.2434
H 0.3462 3.1378 4.4548
H 2.8885 -0.5284 4.5253
H -3.5280 0.1009 -7.0710
H 4.7043 1.4346 2.6109
H 0.6204 -4.9859 -8.9934
H -3.6434 4.8738 1.0511
H -2.7460 2.5609 -0.3005
H -2.8316 6.4324 3.5521
H 2.8961 -7.3215 5.1387
H 2.2864 2.2160 -6.1323
H -3.7065 -1.9910 -5.4866
H 0.4785 3.3394 -4.2637
H 2.4190 -2.4586 6.8637
H -1.4943 3.1092 8.2467
H -2.2657 -3.6016 3.2100
H 0.2015 -4.0338 -3.4985
H -1.1912 -3.8825 0.5996
H 1.4381 -4.6075 -4.6505
H 3.8982 -0.6554 2.0207
H 1.9143 2.6628 3.9479
H -4.5921 7.9637 2.5409
H -5.1238 0.6618 -6.4531
H -0.9937 4.9396 -0.4748
H 1.1410 -5.2729 -3.1305
H 3.3006 0.7283 -4.9424
H -1.8644 -4.2758 7.2591
H 1.0571 1.8699 1.1107
H -3.2453 -6.8736 0.3949
H 3.2616 -1.5530 -3.5878
H -5.3155 3.7543 0.5799
H 5.4407 4.8706 0.4416
H -2.0304 7.5910 -1.8206
H 4.6804 6.1853 -0.5410
H -0.5883 -4.7069 -10.0496
H 3.3156 2.6348 -1.8057
H 2.0091 -4.8141 3.7004
H -3.2622 4.3171 -5.7171
H 6.7012 -1.0462 -1.7274
H -0.7470 0.5410 6.9527
H -2.2759 -3.1832 -0.7031
H 3.1436 2.9563 1.9096
```

Computed properties:
- E_LUMO: -0.14 eV
- Relative energy (zero: lowest compared OMol25 entry of this formula, charge and spin): 1.1138 eV
- Frontier orbital gap: 0.335 Ha
- E_HOMO: -9.27 eV
- F_max: 3.6 eV/Å
- Spin multiplicity: 1
- E: -4150.9428 a.u.